Computed, not measured: a cluster of 2 separate species, C5H13NO in total at a distorted geometry, with ωB97M-V/def2-TZVPD.

Cartesian coordinates (Å):
C1 -2.4246 -1.1420 -0.3167
C2 -1.2723 -0.3024 -0.9733
C3 -1.0116 1.0141 -0.3096
C4 -0.1820 1.0820 1.0348
C5 1.8155 1.8425 0.3025
N1 1.1904 0.7447 0.8552
H1 -3.3379 -0.5905 -0.1091
H2 -2.6876 -2.0584 -1.0320
H3 -1.9447 -1.6371 0.4717
H4 -0.3934 -0.9149 -1.0681
H5 -1.6540 -0.0884 -1.9960
H6 -0.4118 1.5694 -1.0523
H7 -1.9794 1.5545 -0.1223
H8 -0.7462 0.4196 1.7857
H9 -0.2905 2.0558 1.4052
H10 2.8881 1.8048 0.3803
H11 1.2380 2.5545 -0.2900
H12 1.6911 -1.6323 0.0498
H13 1.4596 -3.2370 -0.0642
O1 2.0358 -2.4972 -0.3464

Values from the calculation:
Net charge: 0
SMILES string: C=NCCCC.O
Electronic energy (Ha): -328.2183
HOMO energy (Ha): -0.3604
Frontier orbital gap (eV): 10.13
Molecular weight (g/mol): 103.2

Atomic partial charges in e from the natural (NBO) method, atoms 1 to 6:
1. C -0.6086
2. C -0.4058
3. C -0.3929
4. C -0.2656
5. C -0.0817
6. N -0.4071

***

Computed, not measured: an isolated molecule of C7H11N at a distorted geometry, with ωB97M-V/def2-TZVPD.

Cartesian coordinates (Å):
C1 0.7150 -0.3770 -0.3003
C2 1.5274 0.9274 -0.3863
C3 1.5821 -1.6105 -0.4532
C4 -2.5041 0.8790 -0.4266
C5 -1.3861 -0.0987 -0.1698
N1 -0.4311 -0.3078 -1.1289
C6 -0.0931 -0.0690 1.1338
C7 0.0148 0.1103 2.3407
H1 -1.7304 -1.0240 0.3138
H2 2.0378 0.9385 -1.3543
H3 0.8827 1.8059 -0.3357
H4 1.0262 -2.5120 -0.1905
H5 1.8767 -1.6981 -1.5037
H6 2.2588 0.9764 0.4236
H7 2.4832 -1.5583 0.1619
H8 -2.0970 1.8680 -0.6452
H9 -3.0679 0.5434 -1.3003
H10 -3.1782 0.9435 0.4291
H11 0.0830 0.2630 3.3919

Values from the calculation:
Net charge: 0
Electronic energy (Ha): -327.8717
HOMO energy (spin up / spin down) (Ha): -0.3065 / -0.2760
Frontier orbital gap (spin up / spin down) (eV): 8.07 / 7.31
Molecular weight (g/mol): 109.2

Atomic partial charges in e from the natural (NBO) method, atoms 1 to 6:
1. C 0.1392
2. C -0.5919
3. C -0.6334
4. C -0.6554
5. C 0.0386
6. N -0.4282

***

Computed, not measured: an isolated molecule of C17H27ClN2O3S2, with ωB97M-V/def2-TZVPD.

Cartesian coordinates (Å):
C1 0.8000 -1.2267 -3.7695
C2 -0.3750 -0.3295 -3.4161
S1 0.2411 1.3296 -3.0332
C3 -1.2749 2.0634 -2.3487
C4 -2.2971 2.4043 -3.4172
C5 -0.8794 3.3283 -1.5807
O1 -1.0788 4.4267 -2.0685
N1 -0.2804 3.1706 -0.3605
C6 0.0522 4.3665 0.3957
C7 0.1397 1.9132 0.2192
C8 1.6559 1.7341 0.2406
O2 1.9965 0.4559 0.7400
C9 2.0485 -0.5411 -0.2621
C10 2.2417 -1.8781 0.4153
N2 1.0635 -2.3029 1.1496
C11 -0.1718 -2.4558 0.4127
C12 1.1967 -2.6087 2.4747
O3 2.2671 -2.6255 3.0493
C13 -0.0853 -2.8782 3.2211
C14 -1.0316 -1.8554 3.5586
C15 -0.8807 -0.4283 3.1275
C16 -2.0613 -2.3453 4.2924
S2 -1.9121 -4.0239 4.5916
C17 -0.4396 -4.0831 3.7205
Cl1 0.4083 -5.5571 3.5332
H1 0.4451 -2.2287 -4.0135
H2 1.3417 -0.8420 -4.6343
H3 1.5033 -1.3033 -2.9395
H4 -1.0795 -0.2803 -4.2456
H5 -0.9077 -0.7136 -2.5419
H6 -1.6993 1.3384 -1.6490
H7 -3.1671 2.8829 -2.9665
H8 -1.8739 3.0920 -4.1446
H9 -2.6250 1.4982 -3.9273
H10 -0.4519 5.2124 -0.0580
H11 -0.2850 4.2460 1.4282
H12 1.1267 4.5619 0.3984
H13 -0.2219 1.8649 1.2527
H14 -0.3112 1.0840 -0.3193
H15 2.0634 1.8860 -0.7658
H16 2.1156 2.4608 0.9120
H17 1.1429 -0.5246 -0.8812
H18 2.8930 -0.3543 -0.9393
H19 2.4973 -2.6304 -0.3418
H20 3.0655 -1.8155 1.1215
H21 -0.8992 -2.9927 1.0140
H22 -0.6052 -1.4921 0.1286
H23 0.0127 -3.0329 -0.4983
H24 -1.4397 0.2333 3.7882
H25 0.1674 -0.1248 3.1347
H26 -1.2518 -0.2817 2.1097
H27 -2.8994 -1.7970 4.6923

Values from the calculation:
Net charge: 0
SMILES string: CCS[C@H](C)C(=O)N(C)CCOCCN(C)C(=O)c1c(C)csc1Cl
Electronic energy (Ha): -2255.7848
HOMO energy (Ha): -0.3277
Frontier orbital gap (eV): 9.36
Molecular weight (g/mol): 407.0

Atomic partial charges in e from the natural (NBO) method, atoms 1 to 6:
1. C -0.6163
2. C -0.5227
3. S 0.2042
4. C -0.4221
5. C -0.6084
6. C 0.6775

***

Computed, not measured: an isolated molecule of C7H15NOS at a distorted geometry, with ωB97M-V/def2-TZVPD.

Cartesian coordinates (Å):
C1 0.2998 -2.7395 1.5671
C2 -0.5363 -2.4137 0.4077
C3 0.6816 -1.5315 0.7604
C4 -1.1801 0.4438 -1.1862
C5 -0.0015 2.5008 -0.1247
C6 1.4175 0.8277 -1.3421
C7 0.1418 0.9647 -0.5340
N1 -1.5010 0.1921 1.9450
O1 1.4563 0.7257 1.9783
S1 0.3375 0.1063 1.2003
H1 -0.0211 -2.3068 2.5343
H2 1.1567 -3.3662 1.7285
H3 -0.3861 -2.9415 -0.5495
H4 -1.4034 -1.8870 0.7642
H5 1.6607 -1.5875 0.3321
H6 -1.1841 -0.7508 -1.2548
H7 -2.0519 0.7769 -0.4125
H8 -1.3785 0.8827 -2.1795
H9 0.5900 2.7295 0.6712
H10 -0.9986 2.8294 0.1905
H11 0.1795 3.0822 -1.0109
H12 2.3195 1.0435 -0.8123
H13 1.3804 -0.1833 -1.8030
H14 1.3458 1.5029 -2.2059
H15 -1.3267 0.5344 2.9416

Values from the calculation:
Net charge: 0
SMILES string: CC(C)(C)[S@](=N)(=O)C1CC1
Electronic energy (Ha): -803.6962
HOMO energy (Ha): -0.3050
Frontier orbital gap (eV): 9.00
Molecular weight (g/mol): 161.3

Atomic partial charges in e from the natural (NBO) method, atoms 1 to 6:
1. C -0.4061
2. C -0.4113
3. C -0.5351
4. C -0.6657
5. C -0.6311
6. C -0.6534